# C29H28Br2N4O4Ti

A molecular structure, C29H28Br2N4O4Ti (wB97M-V/def2-TZVPD, the Open Molecules 2025 dataset).

Cartesian coordinates (Å):
Ti: -1.84 0.07 0.92
N: -3.69 0.77 1.83
C: -3.36 1.15 3.20
C: -4.24 1.11 4.25
C: -3.81 1.49 5.54
C: -2.53 1.90 5.76
C: -1.60 1.93 4.69
C: -0.25 2.33 4.82
C: 0.59 2.31 3.73
C: 0.10 1.84 2.51
N: -1.16 1.45 2.35
C: -2.02 1.53 3.41
H: -4.44 0.07 1.82
H: -4.04 1.57 1.31
H: -5.26 0.81 4.09
H: -4.52 1.46 6.35
H: -2.20 2.21 6.74
H: 0.12 2.66 5.79
H: 1.62 2.63 3.81
H: 0.74 1.78 1.63
Br: -2.22 3.78 -0.09
C: -0.83 4.55 -1.19
Br: 0.79 3.52 -1.17
H: -0.62 5.54 -0.79
H: -1.20 4.59 -2.20
O: -1.71 -1.22 2.55
C: -1.39 -2.20 1.80
C: -0.92 -3.58 2.12
C: -0.59 -4.13 0.72
C: -0.94 -3.01 -0.26
O: -0.82 -2.97 -1.44
N: -1.46 -1.93 0.52
H: -1.70 -4.12 2.65
H: -0.06 -3.53 2.80
H: -1.17 -5.02 0.46
H: 0.46 -4.37 0.60
C: 5.92 -0.66 -1.01
C: 4.69 -1.13 -1.74
C: 4.73 -2.33 -2.44
C: 3.62 -2.81 -3.11
C: 2.44 -2.08 -3.11
C: 2.40 -0.87 -2.44
N: 1.21 -0.10 -2.36
C: 0.12 -0.15 -3.15
C: 0.24 -0.47 -4.53
C: -0.86 -0.49 -5.33
C: -2.16 -0.21 -4.85
C: -2.32 0.11 -3.55
C: -1.19 0.15 -2.66
C: -1.47 0.34 -1.32
O: -2.67 0.32 -0.77
O: -0.55 0.53 -0.36
C: 3.51 -0.38 -1.74
C: 3.42 0.94 -1.02
H: 6.71 -1.41 -1.08
H: 5.73 -0.48 0.04
H: 6.31 0.27 -1.44
H: 5.65 -2.91 -2.45
H: 3.66 -3.75 -3.63
H: 1.56 -2.49 -3.59
H: 1.12 0.44 -1.51
H: 1.22 -0.64 -4.94
H: -0.72 -0.71 -6.39
H: -3.01 -0.24 -5.53
H: -3.30 0.34 -3.14
H: 3.08 1.73 -1.70
H: 4.37 1.25 -0.62
H: 2.71 0.90 -0.18

Its total charge is +2. For the electronic energy, the calculation gives -7639.0531 a.u. The value obtained for the energy above the lowest of the compared OMol25 structures with the same formula, charge and spin is 11.4 kcal per mole. As for the spin multiplicity: 1.

Here are the natural (NBO) charges for atoms 1 to 6, given in e:
1 Ti 1.770
2 N -0.820
3 C 0.103
4 C -0.164
5 C -0.172
6 C -0.163

---

# C21H20IN2O2Zn

A molecular structure, C21H20IN2O2Zn (wB97M-V/def2-TZVPD, the Open Molecules 2025 dataset).

Cartesian coordinates (Å):
Zn: -0.40 0.59 -1.75
C: 2.24 -2.98 -2.83
C: 2.24 -2.48 -1.42
N: 2.85 -3.18 -0.50
C: 2.86 -2.74 0.78
C: 2.30 -1.56 1.17
C: 2.38 -1.12 2.60
O: 1.08 -0.76 3.07
C: 1.62 -0.77 0.19
C: 1.15 0.53 0.60
N: 0.30 1.26 -0.03
C: -0.06 2.54 0.44
C: -0.16 2.83 1.80
C: -0.55 4.09 2.22
C: -0.85 5.09 1.30
C: -0.78 4.81 -0.06
C: -0.39 3.54 -0.46
I: -0.28 3.18 -2.55
C: 1.55 -1.26 -1.13
O: 0.92 -0.69 -2.12
H: 2.72 -3.95 -2.87
H: 2.77 -2.29 -3.49
H: 1.22 -3.06 -3.23
H: 3.35 -3.38 1.50
H: 3.06 -0.27 2.71
H: 2.80 -1.94 3.19
H: 1.04 -0.91 4.02
H: 1.57 0.93 1.52
H: 0.03 2.05 2.52
H: -0.62 4.30 3.28
H: -1.16 6.07 1.63
H: -1.02 5.57 -0.79
C: -1.48 -2.98 -1.18
C: -1.98 -1.60 -0.89
C: -2.35 -0.74 -1.94
C: -2.84 0.55 -1.67
C: -2.97 0.99 -0.35
C: -2.60 0.15 0.68
C: -2.10 -1.12 0.41
H: -1.62 -3.63 -0.32
H: -0.41 -2.97 -1.41
H: -1.99 -3.41 -2.04
H: -2.34 -1.11 -2.96
H: -3.20 1.17 -2.49
H: -3.37 1.98 -0.15
H: -2.70 0.48 1.71
H: -1.82 -1.77 1.24

Its total charge is +1. For the electronic energy, the calculation gives -3149.0757 a.u. As for the spin multiplicity: 1.

Here are the natural (NBO) charges for atoms 1 to 6, given in e:
1 Zn 1.634
2 C -0.649
3 C 0.179
4 N -0.365
5 C -0.015
6 C -0.014

---

# C6H12O

3 unconnected molecules or ions with the total composition C6H12O (wB97M-V/def2-TZVPD, the Open Molecules 2025 dataset).

Cartesian coordinates (Å):
C: 2.06 0.72 1.35
C: 1.95 0.23 0.15
C: 1.69 1.71 0.28
H: 2.29 0.57 2.39
H: 2.00 -0.61 -0.53
H: 0.67 2.09 0.21
H: 2.45 2.41 -0.09
C: -0.94 0.35 1.85
O: -1.57 0.99 1.04
H: -0.48 0.82 2.74
H: -0.79 -0.74 1.74
C: -1.41 -1.51 -1.17
C: -0.89 -0.30 -1.94
H: -2.04 -2.15 -1.80
H: -0.58 -2.13 -0.79
H: -2.01 -1.18 -0.31
H: -1.72 0.31 -2.31
H: -0.28 -0.60 -2.80
H: -0.28 0.35 -1.30

Its SMILES is C1=CC1.C=O.CC. Its total charge is 0. For the electronic energy, the calculation gives -310.9109 a.u. The value obtained for the energy above the lowest of the compared OMol25 structures with the same formula, charge and spin is 93.1 kcal per mole. As for the spin multiplicity: 1.

Here are the natural (NBO) charges for atoms 1 to 6, given in e:
1 C -0.206
2 C -0.177
3 C -0.436
4 H 0.225
5 H 0.230
6 H 0.191

---

# C17H12FeN3O5

A molecular structure, C17H12FeN3O5 (wB97M-V/def2-TZVPD, the Open Molecules 2025 dataset).

Cartesian coordinates (Å):
C: -0.60 -0.41 1.39
N: -0.99 -1.62 1.81
N: -1.06 -2.77 1.99
C: -1.21 0.73 2.02
C: -0.54 1.98 2.14
C: -1.15 3.06 2.76
C: -2.45 2.92 3.27
N: -3.10 4.04 3.87
O: -4.28 3.91 4.28
O: -2.48 5.13 3.94
C: -3.13 1.68 3.19
C: -2.51 0.61 2.57
H: 0.41 -0.29 0.96
H: 0.48 2.07 1.77
H: -0.64 4.01 2.88
H: -4.12 1.60 3.62
H: -3.03 -0.35 2.53
O: 4.92 -2.17 -3.30
C: 3.79 -1.99 -3.04
Fe: 2.29 -1.80 -2.16
C: 2.52 -3.40 -1.38
O: 2.85 -4.29 -0.71
C: 3.12 -1.03 -0.77
O: 3.80 -0.73 0.13
C: -0.58 -0.96 -1.24
C: -0.20 0.35 -1.51
C: 0.96 0.70 -2.19
C: 1.71 -0.11 -3.08
C: 1.15 -1.21 -3.84
C: 0.53 -2.23 -3.14
C: 0.22 -2.06 -1.73
H: -1.52 -1.18 -0.74
H: -0.79 1.17 -1.07
H: 1.33 1.73 -2.05
H: 2.61 0.38 -3.49
H: 1.38 -1.29 -4.90
H: 0.30 -3.19 -3.59
H: 0.05 -2.99 -1.17

Its total charge is 0. For the electronic energy, the calculation gives -2458.7506 a.u. The value obtained for the energy above the lowest of the compared OMol25 structures with the same formula, charge and spin is 13.4 kcal per mole. As for the spin multiplicity: 6.

Here are the natural (NBO) charges for atoms 1 to 6, given in e:
1 C 0.006
2 N -0.107
3 N 0.094
4 C -0.106
5 C -0.182
6 C -0.221

---

# C19H23N6O2PPt

A molecular structure, C19H23N6O2PPt (wB97M-V/def2-TZVPD, the Open Molecules 2025 dataset).

Cartesian coordinates (Å):
Pt: -1.18 1.62 -0.14
O: 4.08 1.18 1.56
C: 4.13 0.90 0.25
C: 5.37 0.47 -0.24
C: 5.53 0.16 -1.57
C: 4.46 0.28 -2.47
C: 3.24 0.69 -2.00
C: 3.04 1.01 -0.63
C: 1.72 1.42 -0.20
O: 0.74 1.33 -1.06
N: 1.54 1.81 1.06
N: 0.24 2.08 1.31
C: -0.18 2.74 2.32
C: -1.63 3.06 2.37
C: -2.21 3.67 3.46
C: -3.56 3.96 3.42
C: -4.30 3.64 2.30
C: -3.65 3.04 1.23
N: -2.35 2.75 1.26
H: 3.20 1.54 1.77
H: 6.19 0.39 0.46
H: 6.50 -0.15 -1.92
H: 4.60 0.07 -3.52
H: 2.41 0.82 -2.67
H: 0.52 3.10 3.07
H: -1.60 3.91 4.33
H: -4.04 4.45 4.27
H: -5.35 3.87 2.23
H: -4.18 2.80 0.32
C: -2.14 -3.43 -1.58
N: -0.91 -2.78 -2.25
C: 0.35 -3.23 -1.44
N: 0.20 -2.89 -0.07
C: -1.00 -3.51 0.49
N: -2.21 -3.08 -0.21
C: -2.55 -1.68 0.02
P: -1.19 -0.61 -0.61
C: -1.04 -1.28 -2.31
C: 0.25 -1.45 0.16
H: -2.01 -4.50 -1.71
H: -3.01 -3.09 -2.14
H: -0.82 -3.13 -3.20
H: 1.20 -2.73 -1.90
H: 0.41 -4.31 -1.59
H: -1.07 -3.25 1.54
H: -0.91 -4.59 0.41
H: -2.69 -1.48 1.08
H: -3.48 -1.44 -0.49
H: -0.17 -0.86 -2.82
H: -1.93 -1.04 -2.91
H: 0.26 -1.24 1.23
H: 1.17 -1.02 -0.26

Its total charge is +2. For the electronic energy, the calculation gives -1676.9094 a.u. As for the spin multiplicity: 3.

Here are the Mulliken charges for atoms 1 to 6, given in e:
1 Pt 0.896
2 O -0.626
3 C 0.543
4 C -0.707
5 C -0.307
6 C -0.956

---

# C4H10NO3

2 unconnected molecules or ions with the total composition C4H10NO3 (wB97M-V/def2-TZVPD, the Open Molecules 2025 dataset).

Cartesian coordinates (Å):
O: 1.35 -1.39 1.77
C: 0.77 -1.14 0.71
C: -0.29 -0.14 0.32
C: 0.30 1.22 0.65
C: 1.26 1.76 -0.38
O: 1.06 1.26 -1.50
N: -1.65 -0.35 1.06
H: 1.13 -1.69 -0.09
H: -0.46 -0.28 -0.71
H: -0.40 2.04 0.95
H: 0.61 0.97 1.80
H: 1.93 2.43 -0.12
H: -2.18 -1.27 0.79
H: -1.38 -0.47 2.10
H: -2.25 0.44 0.75
H: -0.33 -1.73 -3.03
H: 0.52 -0.48 -2.71
O: 0.01 -1.17 -2.38

Its total charge is +1. For the electronic energy, the calculation gives -438.5404 a.u. The value obtained for the energy above the lowest of the compared OMol25 structures with the same formula, charge and spin is 76.6 kcal per mole. As for the spin multiplicity: 1.

Here are the natural (NBO) charges for atoms 1 to 6, given in e:
1 O -0.447
2 C 0.385
3 C -0.172
4 C -0.555
5 C 0.456
6 O -0.523

---

# C2H6N2O2

A molecular structure, C2H6N2O2 (wB97M-V/def2-TZVPD, the Open Molecules 2025 dataset).

Cartesian coordinates (Å):
C: 0.72 -1.54 0.02
N: 0.09 0.21 -0.21
C: -1.21 -0.01 -0.03
N: 0.53 1.54 -0.11
O: -2.03 1.03 0.14
O: -1.54 -1.17 0.25
H: -1.46 1.83 0.05
H: 1.13 1.66 0.71
H: 1.08 1.79 -0.93
H: 0.96 -1.58 1.08
H: 0.15 -2.38 -0.35
H: 1.57 -1.36 -0.62

Its total charge is 0. For the electronic energy, the calculation gives -339.7093 a.u. The value obtained for the energy above the lowest of the compared OMol25 structures with the same formula, charge and spin is 77.4 kcal per mole. As for the spin multiplicity: 1.

Here are the natural (NBO) charges for atoms 1 to 6, given in e:
1 C -0.317
2 N -0.372
3 C 0.842
4 N -0.657
5 O -0.668
6 O -0.663

---

# C2H3Cl2PS

A molecular structure, C2H3Cl2PS (wB97M-V/def2-TZVPD, the Open Molecules 2025 dataset).

Cartesian coordinates (Å):
C: 0.54 1.31 -0.25
C: -0.12 0.25 -0.72
P: -0.18 -1.27 0.27
S: 1.66 -1.13 2.38
Cl: -1.76 -0.73 1.36
Cl: -1.10 -2.37 -1.17
H: 0.70 2.24 -0.90
H: 1.00 1.21 0.65
H: -0.73 0.48 -1.62

Its total charge is 0. For the electronic energy, the calculation gives -1737.8413 a.u. The value obtained for the energy above the lowest of the compared OMol25 structures with the same formula, charge and spin is 79.1 kcal per mole. As for the spin multiplicity: 1.

Here are the natural (NBO) charges for atoms 1 to 6, given in e:
1 C -0.303
2 C -0.603
3 P 0.938
4 S -0.207
5 Cl -0.241
6 Cl -0.248

---

# C3H2F2O

2 unconnected molecules or ions with the total composition C3H2F2O (wB97M-V/def2-TZVPD, the Open Molecules 2025 dataset).

Cartesian coordinates (Å):
C: 0.56 0.80 1.23
C: 0.68 0.26 0.08
C: -1.18 -0.98 -1.17
O: -2.30 -0.79 -0.86
F: 1.67 0.31 -0.75
F: -0.63 -1.64 -2.16
H: 1.52 1.21 1.84
H: -0.33 0.83 1.79

Its total charge is 0. For the electronic energy, the calculation gives -390.3136 a.u. The value obtained for the energy above the lowest of the compared OMol25 structures with the same formula, charge and spin is 92.3 kcal per mole. As for the spin multiplicity: 1.

Here are the natural (NBO) charges for atoms 1 to 6, given in e:
1 C -0.607
2 C 0.406
3 C 0.851
4 O -0.514
5 F -0.308
6 F -0.301